[1]
{"formula": "C13H30B3O12P", "method": "ωB97M-V/def2-TZVPD", "species": ["C", "B", "O", "B", "O", "B", "P", "O", "O", "O", "O", "H", "H", "H", "H", "H", "H", "O", "C", "O", "C", "C", "C", "H", "H", "H", "H", "H", "H", "H", "H", "O", "C", "O", "C", "C", "C", "H", "H", "H", "H", "H", "H", "H", "H", "O", "C", "O", "C", "C", "C", "H", "H", "H", "H", "H", "H", "H", "H"], "coordinates": [[0.405, 1.694, 2.207], [1.416, 0.591, 2.600], [1.096, -0.528, 3.347], [2.110, -1.469, 3.244], [3.366, -1.068, 3.691], [3.470, 0.249, 3.371], [4.443, 1.525, 4.449], [5.842, 1.626, 4.120], [3.709, 2.932, 4.225], [4.191, 1.184, 5.996], [2.780, 0.670, 2.263], [-0.359, 1.770, 2.975], [-0.063, 1.541, 1.243], [0.936, 2.639, 2.184], [1.947, -2.521, 2.743], [2.847, 2.959, 4.676], [3.246, 0.974, 6.127], [-0.820, 2.793, -0.568], [-1.787, 3.508, -0.556], [-2.523, 3.575, 0.572], [-3.585, 4.516, 0.753], [-4.893, 4.004, 0.186], [-2.241, 4.254, -1.785], [-3.311, 5.489, 0.346], [-3.670, 4.640, 1.831], [-4.833, 3.853, -0.892], [-5.698, 4.711, 0.390], [-5.146, 3.044, 0.636], [-2.858, 3.590, -2.390], [-1.361, 4.538, -2.356], [-2.797, 5.164, -1.576], [1.505, -4.166, 1.467], [2.378, -4.951, 1.723], [3.505, -4.924, 0.988], [4.678, -5.674, 1.320], [4.622, -7.084, 0.770], [2.206, -6.005, 2.792], [4.856, -5.655, 2.396], [5.498, -5.129, 0.859], [3.798, -7.652, 1.202], [5.552, -7.611, 0.983], [4.471, -7.060, -0.309], [1.689, -6.861, 2.359], [1.590, -5.587, 3.583], [3.137, -6.340, 3.244], [-4.531, 2.853, -4.094], [-4.134, 1.933, -4.758], [-3.165, 1.152, -4.251], [-2.733, -0.070, -4.859], [-1.673, 0.167, -5.913], [-4.633, 1.694, -6.164], [-3.585, -0.629, -5.247], [-2.318, -0.658, -4.043], [-2.054, 0.769, -6.739], [-1.317, -0.781, -6.315], [-0.828, 0.703, -5.481], [-4.062, 2.319, -6.848], [-5.678, 1.990, -6.206], [-4.572, 0.658, -6.488]], "forces_ev_per_a": [[0.424, -0.061, 0.642], [-0.252, 0.029, -0.597], [-0.124, -0.264, -0.314], [0.018, -0.585, 0.313], [-0.358, -0.144, 0.242], [0.900, -0.032, -0.320], [-0.362, 0.211, -0.117], [1.519, -0.058, -0.327], [-0.792, 0.016, 0.323], [-0.890, -0.247, 0.087], [-0.275, 0.988, 0.412], [-0.364, -0.062, -0.009], [-0.118, 0.011, -0.199], [0.022, 0.267, -0.261], [-0.123, -0.018, 0.368], [0.332, 0.293, -0.276], [0.518, -0.066, 0.310], [-0.042, 0.014, 0.023], [-0.093, -0.084, -0.316], [0.168, 0.015, 0.231], [-0.229, 0.025, -0.044], [0.048, -0.086, -0.124], [0.152, 0.356, 0.107], [0.015, -0.015, -0.056], [0.081, -0.067, 0.025], [-0.006, 0.063, -0.015], [0.003, 0.008, 0.019], [-0.011, 0.021, 0.059], [-0.056, -0.012, -0.025], [0.050, -0.182, -0.034], [-0.130, -0.086, 0.006], [0.029, -0.243, -0.172], [-0.219, -0.239, -0.062], [0.094, 0.230, -0.042], [0.095, -0.182, 0.008], [-0.149, -0.019, -0.015], [0.247, 0.186, 0.273], [-0.054, -0.019, 0.020], [-0.057, 0.084, -0.034], [0.034, -0.015, 0.063], [0.016, 0.012, -0.001], [0.056, 0.022, -0.016], [-0.001, -0.014, -0.019], [-0.140, 0.006, -0.100], [0.008, -0.099, -0.107], [-0.010, 0.030, 0.068], [0.088, 0.109, -0.184], [-0.060, -0.032, 0.236], [0.132, -0.124, -0.163], [-0.029, 0.159, -0.039], [-0.239, -0.311, 0.108], [-0.031, 0.054, -0.037], [-0.023, 0.077, 0.083], [-0.037, -0.057, -0.035], [0.001, -0.015, 0.016], [0.022, -0.050, 0.039], [0.027, 0.005, -0.002], [0.035, 0.167, 0.018], [0.141, 0.029, -0.039]], "homo_energy_ev": -9.989}

=====

[2]
{"formula": "C13H30Cl2F9N3O9S", "method": "ωB97M-V/def2-TZVPD", "species": ["N", "H", "H", "H", "H", "N", "H", "H", "H", "H", "N", "H", "H", "H", "H", "C", "F", "F", "F", "S", "O", "O", "O", "O", "C", "C", "O", "H", "H", "H", "H", "C", "C", "O", "C", "O", "C", "F", "F", "F", "H", "H", "H", "H", "H", "C", "C", "O", "C", "O", "C", "F", "F", "F", "H", "H", "H", "H", "H", "Cl", "C", "C", "Cl", "H", "H", "H", "H"], "coordinates": [[0.326, -0.339, -0.281], [0.742, -1.236, -0.487], [0.510, 0.162, -1.139], [0.902, -0.100, 0.513], [-0.652, -0.533, -0.115], [3.199, -3.279, 1.431], [2.798, -2.722, 2.172], [3.399, -4.260, 1.565], [4.054, -2.800, 1.188], [2.512, -3.128, 0.706], [-2.208, -2.044, 2.651], [-2.514, -2.974, 2.898], [-1.409, -1.589, 3.069], [-3.016, -1.452, 2.779], [-2.179, -2.085, 1.642], [2.459, -0.147, 4.718], [3.725, -0.432, 4.575], [2.096, -0.601, 5.938], [2.303, 1.156, 4.738], [1.325, -0.967, 3.449], [1.803, -2.354, 3.437], [-0.087, -0.775, 3.798], [1.591, -0.188, 2.220], [-1.830, -2.310, 0.065], [-1.195, -3.447, -0.505], [0.300, -3.884, -0.260], [1.339, -2.878, -0.514], [-1.454, -3.591, -1.554], [-1.689, -4.364, -0.182], [0.574, -4.800, -0.783], [0.408, -4.255, 0.759], [0.488, 5.021, -1.537], [1.033, 4.109, -2.633], [-0.116, 3.461, -3.099], [-0.368, 2.106, -2.983], [0.434, 1.247, -2.549], [-1.837, 1.784, -3.361], [-1.691, 1.093, -4.514], [-2.377, 1.017, -2.418], [-2.672, 2.838, -3.484], [-0.081, 5.841, -1.975], [1.291, 5.440, -0.930], [-0.213, 4.607, -0.813], [1.679, 3.363, -2.169], [1.516, 4.573, -3.493], [0.927, 3.033, 1.695], [-0.397, 2.552, 2.366], [-1.438, 2.927, 1.589], [-2.550, 2.172, 1.489], [-2.703, 1.106, 2.091], [-3.674, 2.750, 0.562], [-4.619, 1.855, 0.445], [-4.192, 3.664, 1.306], [-3.371, 3.090, -0.722], [1.789, 3.019, 2.363], [0.855, 3.964, 1.134], [1.017, 2.327, 0.869], [-0.335, 2.890, 3.400], [-0.478, 1.467, 2.440], [0.554, -4.250, -5.554], [0.949, -3.293, -4.052], [0.131, -2.002, -4.006], [0.281, -1.099, -5.589], [1.986, -2.971, -3.961], [0.586, -3.976, -3.283], [0.407, -1.347, -3.180], [-0.945, -2.161, -3.936]], "forces_ev_per_a": [[0.360, -0.342, -0.503], [0.464, -2.287, -0.276], [-0.326, 1.067, -0.296], [-0.166, 0.870, 1.020], [-0.416, 0.288, 0.228], [1.682, 0.339, -0.430], [-0.500, -0.393, 1.852], [-0.238, -0.099, 0.571], [0.389, -0.029, -0.419], [-1.252, -0.009, -2.092], [-2.522, 0.035, -0.113], [0.625, -0.304, 0.878], [1.202, -0.039, 0.826], [-0.356, 0.579, 0.576], [0.986, -0.135, -1.580], [-1.415, -0.496, 1.642], [0.612, -0.345, -0.881], [-0.158, -0.149, -0.383], [-0.187, 0.665, -0.543], [-0.308, 1.047, -1.530], [-0.511, 0.945, 0.207], [1.094, -0.475, 0.754], [0.673, -0.958, 0.780], [2.190, -2.079, -1.298], [-2.449, 0.281, -0.378], [3.852, 2.246, 0.720], [-2.576, -1.754, 0.522], [0.612, 1.231, -0.618], [-0.159, -0.226, 1.172], [-0.881, 0.100, -1.036], [-0.435, 0.509, 0.697], [0.357, 1.327, -0.065], [0.293, -0.534, 1.852], [-2.552, -3.925, -1.287], [2.988, 1.545, 1.863], [-2.496, 2.619, -1.493], [0.182, 0.318, -0.538], [-1.008, 0.515, 0.602], [0.169, -0.564, -0.023], [1.230, -0.897, -0.461], [0.201, 0.157, -0.116], [0.158, 0.164, -0.204], [0.135, -0.860, -0.320], [0.343, 0.018, -0.268], [-0.028, 0.238, 0.326], [-1.118, -1.096, -0.879], [3.468, -1.171, 1.516], [-4.005, 1.588, -2.072], [1.711, -2.278, 0.931], [0.079, 2.127, -1.381], [0.660, -1.794, -0.413], [-0.701, -1.627, -0.357], [-0.511, 3.050, 0.333], [0.483, 0.628, 1.622], [-0.193, -0.129, -0.141], [-0.284, 0.393, 0.757], [0.855, -0.243, -0.027], [-1.113, 0.520, 0.045], [0.738, -0.125, 0.127], [0.548, 0.438, 0.594], [-1.159, 0.408, -0.362], [-0.721, 0.021, -1.002], [0.270, -0.051, 0.883], [0.102, -0.840, -0.277], [0.570, 0.341, 0.331], [0.365, -0.047, -0.227], [0.094, -0.317, 0.063]], "multiplicity": 2, "total_charge": 1, "homo_energy_ev": [-12.393, -12.274], "s_squared": 0.76}

=====

[3]
{"formula": "C13H30IN2O2", "method": "ωB97M-V/def2-TZVPD", "species": ["I", "C", "C", "C", "C", "C", "C", "N", "O", "C", "C", "C", "H", "H", "H", "H", "H", "H", "H", "H", "H", "H", "H", "H", "H", "H", "H", "H", "H", "H", "H", "C", "C", "C", "O", "C", "N", "H", "H", "H", "H", "H", "H", "H", "H", "H", "H", "H"], "coordinates": [[0.692, -1.440, -2.840], [-4.312, 1.506, -1.799], [-3.280, 1.189, -0.640], [-3.875, 1.831, 0.622], [-3.228, 1.318, 1.856], [-3.354, -0.183, 1.970], [-2.713, -1.063, 0.779], [-3.147, -0.317, -0.491], [-2.889, -0.988, -1.702], [-1.154, -1.044, 0.901], [-3.368, -2.445, 0.682], [-1.921, 1.831, -0.984], [-5.309, 1.458, -1.362], [-4.300, 0.800, -2.629], [-4.301, 2.431, -2.375], [-3.954, 2.910, 0.483], [-4.941, 1.620, 0.692], [-3.754, 1.624, 2.760], [-2.183, 1.629, 1.828], [-4.411, -0.390, 2.139], [-2.880, -0.544, 2.882], [-0.742, -1.640, 0.086], [-0.710, -0.056, 1.019], [-0.785, -1.519, 1.810], [-2.918, -3.104, -0.060], [-3.373, -2.945, 1.651], [-4.420, -2.328, 0.422], [-2.000, 2.415, -1.901], [-1.100, 1.114, -0.998], [-1.629, 2.586, -0.254], [-1.936, -0.913, -1.788], [3.169, -0.013, 0.514], [4.339, 0.151, -0.483], [5.597, -0.633, 0.045], [6.780, 0.011, -0.442], [8.005, -0.586, 0.065], [3.815, -0.519, -1.615], [2.273, 0.507, 0.175], [3.388, 0.372, 1.510], [2.979, -1.081, 0.613], [4.509, 1.166, -0.842], [5.594, -1.712, -0.110], [5.600, -0.513, 1.129], [7.826, -0.693, 1.135], [8.942, -0.035, -0.018], [8.159, -1.610, -0.277], [2.898, -0.164, -1.848], [4.320, 0.011, -2.310]], "forces_ev_per_a": [[-0.411, 0.101, 0.020], [-0.469, -0.993, 0.033], [0.056, -0.373, -1.211], [-1.177, -0.513, -0.682], [0.550, -0.180, 0.530], [0.744, -1.714, -0.930], [-0.577, 2.808, -0.704], [-1.836, 0.567, 1.136], [-0.017, 0.485, 0.977], [-0.728, -0.880, 0.529], [0.012, 0.117, 0.432], [0.175, 0.597, 0.235], [-0.152, -0.166, -0.072], [0.304, -0.545, 0.386], [0.766, 0.636, 0.761], [0.879, 0.256, 0.154], [-0.228, -0.677, -0.143], [0.362, 0.866, 0.075], [0.142, 0.056, 0.546], [-0.222, -0.339, -0.519], [0.250, 0.110, 0.151], [0.310, 0.491, -0.238], [-0.280, 0.190, -0.738], [-0.381, -0.500, 0.282], [0.177, 0.197, 0.036], [0.331, -0.085, 0.165], [0.039, 0.200, -0.157], [0.311, -0.413, -0.270], [-0.097, -0.013, -0.482], [-0.043, 0.026, 0.396], [0.940, -0.274, -0.792], [0.872, 0.695, 0.857], [-0.935, -1.442, 1.797], [0.003, 1.956, 0.568], [1.570, -0.396, -0.523], [-1.740, -0.372, 1.004], [0.829, 0.047, -2.607], [0.011, -0.219, -0.230], [0.144, 0.091, 0.182], [-0.219, 0.020, -0.151], [0.748, 0.447, 1.309], [-0.295, 0.009, -0.726], [0.076, 0.064, 0.467], [0.248, -0.045, 0.425], [-0.534, 0.562, -0.699], [-0.074, -0.043, -0.508], [-0.828, -0.468, 0.330], [0.395, -0.946, -1.403]], "total_charge": -1, "homo_energy_ev": -3.856}

=====

[4]
{"formula": "C13H30Li4N2O7", "method": "ωB97M-V/def2-TZVPD", "species": ["Li", "Li", "Li", "Li", "C", "O", "O", "O", "C", "O", "C", "C", "N", "C", "C", "O", "C", "H", "H", "H", "H", "H", "H", "H", "H", "H", "H", "H", "H", "H", "H", "H", "C", "O", "C", "C", "N", "C", "C", "O", "C", "H", "H", "H", "H", "H", "H", "H", "H", "H", "H", "H", "H", "H", "H", "H"], "coordinates": [[-10.850, -2.533, -19.192], [-11.398, -6.200, -17.165], [-8.150, -3.920, -15.905], [-7.975, -1.988, -18.221], [-10.281, -3.993, -17.359], [-11.356, -4.144, -17.912], [-9.583, -3.115, -17.751], [-9.901, -4.842, -16.517], [-12.650, 0.000, -19.591], [-12.057, -0.847, -18.621], [-11.267, -0.133, -17.681], [-10.002, 0.586, -18.229], [-9.051, -0.225, -19.007], [-7.797, 0.523, -19.447], [-6.947, -0.299, -20.380], [-6.636, -1.504, -19.730], [-5.497, -2.225, -20.266], [-13.145, 0.818, -19.067], [-13.340, -0.583, -20.202], [-11.840, 0.526, -20.095], [-11.002, -0.857, -16.912], [-11.868, 0.646, -17.211], [-9.534, 1.003, -17.337], [-10.213, 1.499, -18.785], [-9.505, -0.473, -19.875], [-7.215, 0.772, -18.559], [-8.088, 1.467, -19.908], [-6.097, 0.316, -20.675], [-7.539, -0.483, -21.277], [-4.699, -1.482, -20.263], [-5.693, -2.626, -21.260], [-5.259, -3.021, -19.560], [-12.665, -5.391, -14.771], [-13.097, -6.144, -15.865], [-14.512, -6.257, -15.977], [-15.129, -4.928, -16.440], [-14.525, -4.508, -17.679], [-14.974, -3.184, -18.131], [-16.490, -3.048, -18.333], [-17.201, -2.783, -17.126], [-18.624, -2.672, -17.210], [-13.220, -5.673, -13.877], [-12.690, -4.323, -14.986], [-11.612, -5.591, -14.570], [-14.946, -6.609, -15.042], [-14.605, -7.050, -16.719], [-14.894, -4.105, -15.765], [-16.211, -5.056, -16.429], [-13.529, -4.358, -17.603], [-14.460, -2.935, -19.059], [-14.713, -2.433, -17.385], [-16.909, -4.002, -18.653], [-16.722, -2.302, -19.093], [-18.994, -2.379, -16.228], [-19.087, -3.552, -17.656], [-18.925, -1.824, -17.824]], "forces_ev_per_a": [[-0.464, -0.411, 1.102], [-0.186, 1.068, 0.420], [-0.572, -0.268, -0.326], [-0.318, -0.167, 0.119], [-1.017, -4.277, 1.743], [-5.543, -1.053, -2.612], [5.981, 7.144, -2.426], [1.232, -1.688, 2.344], [0.411, 0.794, 0.676], [0.619, -0.822, -0.277], [0.707, 0.254, -0.112], [-0.020, 0.316, 0.231], [1.081, -0.225, 0.074], [-1.090, 0.020, 0.932], [-0.972, 0.381, -0.073], [0.098, -0.738, 0.167], [-0.227, 0.814, 0.592], [-0.630, -0.119, -0.001], [0.280, 0.221, -0.075], [-0.158, -0.253, -0.912], [0.160, 0.006, -0.120], [-0.187, 0.069, 0.045], [0.384, -0.378, 0.150], [-0.581, 0.060, -0.276], [-0.219, -0.010, -0.335], [-0.096, -0.068, 0.158], [0.077, 0.109, -0.231], [0.396, -0.286, 0.105], [0.080, -0.249, -0.406], [0.364, -0.356, -0.322], [-0.053, 0.099, 0.007], [-0.111, 0.071, -0.126], [0.697, 0.448, 0.747], [0.800, -0.640, -0.495], [0.113, 0.442, -0.678], [0.945, -0.273, 0.683], [-0.704, 0.291, -1.837], [-1.066, -0.085, 0.614], [-0.847, -0.867, 0.101], [0.322, 0.565, 0.656], [0.742, 0.737, -0.513], [-0.171, 0.287, 0.061], [-0.419, 0.155, 0.182], [0.012, -0.274, -0.160], [0.048, 0.106, 0.177], [-0.535, 0.190, -0.136], [-0.357, -0.210, 1.064], [0.026, 0.204, -0.573], [0.321, -0.637, 0.472], [-0.048, -0.087, -0.048], [0.178, 0.441, 0.181], [0.265, -0.279, -0.703], [0.024, 0.261, -0.050], [0.097, -0.712, 0.115], [-0.056, -0.277, 0.368], [0.188, 0.160, -0.463]], "multiplicity": 2, "total_charge": 1, "homo_energy_ev": [-6.081, -10.861], "s_squared": 0.75}

=====

Calculated molar mass, 441.78 646.35 373.30 354.15 g/mol (same order as the records).